(P)
11
Properties=species:S:1:pos:R:3:nbo_charge:R:1 method="wB97M-V/def2-TZVPD" spin_multiplicity=1 smiles="Nc1nncc(=O)o1" e_lumo_ev=-0.7
N -0.53195 1.49202 -1.43993 -0.81
C -0.37991 0.48775 -0.53249 0.68
N -0.53124 -0.69984 -1.01748 -0.36
N -0.41335 -1.64403 -0.30427 -0.09
C 0.20911 -1.56000 0.84210 -0.23
C 0.63780 -0.33779 1.43360 0.74
O 1.25410 -0.17441 2.39247 -0.47
O -0.20225 0.94532 0.84990 -0.54
H -0.69809 1.40385 -2.58073 0.45
H 0.36549 2.31660 -1.24514 0.41
H 0.29030 -2.22946 1.60197 0.22

(Q)
11
Properties=species:S:1:pos:R:3:nbo_charge:R:1 method="wB97M-V/def2-TZVPD" spin_multiplicity=1 e_lumo_ev=-1.0
C -0.89365 -0.08082 -0.06338 0.66
C 1.49568 1.14650 -0.10682 -0.05
C 1.57488 -0.45289 0.00222 0.75
H -2.97997 -0.34285 -0.12308 0.43
H -2.00148 -2.01109 0.74886 0.40
H 2.48667 1.64362 -0.14160 0.21
N -1.99026 -0.82949 -0.21368 -0.78
N -0.79239 1.19838 0.05137 -0.39
N 0.44708 1.79145 -0.02910 -0.19
O 2.45546 -1.24047 -0.05999 -0.50
O 0.19799 -0.82234 -0.06481 -0.53

Unit: kJ/mol. Relative energies: (P) 25.6; (Q) 0.0.

(P)
11
Properties=species:S:1:pos:R:3:nbo_charge:R:1 method="wB97M-V/def2-TZVPD" spin_multiplicity=1 smiles="[H]/N=C1/N=COC=NO1" e_lumo_ev=-0.4
H 2.74630 -0.75033 0.36838 0.35
N 2.49397 0.19203 0.45626 -0.59
C 1.30199 0.14160 -0.05075 0.60
N 0.52302 1.36431 -0.40534 -0.51
C -0.80092 1.44440 -0.09759 0.43
O -1.58083 0.46275 0.35873 -0.52
C -1.40743 -0.95835 0.05301 0.31
N -0.38808 -1.70758 -0.06406 -0.11
O 0.85058 -1.15552 -0.42725 -0.40
H -1.34386 2.44544 -0.39545 0.21
H -2.39473 -1.47877 0.20407 0.21

(Q)
11
Properties=species:S:1:pos:R:3:nbo_charge:R:1 method="wB97M-V/def2-TZVPD" spin_multiplicity=1 smiles="[H]/N=c1/nc(O)nco1" e_lumo_ev=0.0
H 1.71240 -2.73428 -0.26472 0.37
N 1.72690 -1.77636 -0.55936 -0.68
C 0.88090 -0.90673 -0.10954 0.65
N 0.93545 0.43352 -0.36782 -0.54
C -0.15489 1.07771 -0.19612 0.69
O -0.17210 2.33129 -0.62929 -0.61
N -1.31190 0.75561 0.42768 -0.61
C -1.30365 -0.53449 0.83328 0.51
O -0.40342 -1.41156 0.54522 -0.47
H -0.98743 2.67637 -0.08163 0.50
H -2.10811 -1.00821 1.34958 0.19

(R)
11
Properties=species:S:1:pos:R:3:nbo_charge:R:1 method="wB97M-V/def2-TZVPD" spin_multiplicity=1 smiles="O=C/N=c1/nco[nH]1" e_lumo_ev=-0.4
O -0.28335 -0.76916 2.24447 -0.62
C -0.76600 0.35949 2.07468 0.52
N -0.70931 1.05248 0.88782 -0.58
C 0.07945 0.54193 -0.05315 0.57
N -0.09645 1.03873 -1.45222 -0.44
C 0.30523 0.01424 -2.17084 0.37
O 0.67906 -1.15774 -1.50798 -0.30
N 0.79082 -0.61207 -0.16207 -0.31
H -1.42216 0.88760 2.88683 0.14
H 0.25076 -0.07123 -3.29963 0.22
H 0.39827 -1.24915 0.50194 0.43

Unit: kJ/mol. Relative energies: (P) 327.3; (Q) 0.0; (R) 157.5.

(P)
8
Properties=species:S:1:pos:R:3:nbo_charge:R:1 method="wB97M-V/def2-TZVPD" spin_multiplicity=3 s_squared=2.014 e_lumo_ev="0.5 / -2.4"
C -1.13286 1.65735 -0.25682 -0.03
N 0.38756 -0.18372 0.34717 -1.01
O -0.68489 2.74294 -0.39566 -0.47
O -1.80988 -0.58796 1.52440 -0.83
S -0.75120 0.40931 1.32631 1.34
H -1.99703 1.32479 -0.83424 0.20
H 1.16026 0.48386 0.39244 0.40
H 0.71937 -1.10813 0.67313 0.40

(Q)
8
Properties=species:S:1:pos:R:3:nbo_charge:R:1 method="wB97M-V/def2-TZVPD" spin_multiplicity=3 s_squared=2.006 e_lumo_ev="0.6 / -2.8"
C 0.68605 -0.06340 0.74649 -0.52
N 0.48702 0.06967 -0.67983 -0.49
O -1.34327 1.72176 -0.02577 -0.83
O -1.73683 -0.78306 0.10171 -0.87
S -0.88294 0.37404 0.04120 2.22
H 0.46929 -0.98382 1.27272 0.26
H 1.55334 0.43893 1.19995 0.24
H 0.76735 -0.77413 -2.65648 -0.01

Unit: kJ/mol. Relative energies: (P) 0.0; (Q) 254.1.

(P)
20
Properties=species:S:1:pos:R:3:nbo_charge:R:1 method="wB97M-V/def2-TZVPD" charge=+1 spin_multiplicity=2 s_squared=0.755 e_lumo_ev="-3.2 / -8.6"
C -2.29542 0.78952 -1.60339 0.54
N -1.21034 1.05714 -0.68332 -0.68
C -1.45130 0.44008 1.63564 -0.63
C -0.76519 0.05963 0.29212 -0.09
C 0.83969 -0.03100 0.39943 -0.30
N 1.33788 -1.19350 -0.40707 -0.07
C 2.87795 -1.11181 -0.34946 -0.50
O -2.65514 -0.34559 -1.74252 -0.56
H -2.60936 1.53409 -2.27181 0.16
H -1.05215 1.96694 -0.19745 0.39
H -0.70767 1.09236 2.14059 0.21
H -2.46361 0.89575 1.43291 0.25
H -1.60236 -0.41868 2.32343 0.24
H -1.23874 -0.88736 -0.12160 0.25
H 1.15077 -0.29955 1.35847 0.24
H 1.28331 1.00372 0.13934 0.29
H 0.85816 -1.18486 -1.32563 0.42
H 3.33371 -0.20373 -0.87270 0.29
H 2.96880 -1.18519 0.81899 0.26
H 3.40099 -1.97797 -0.96596 0.28

(Q)
20
Properties=species:S:1:pos:R:3:nbo_charge:R:1 method="wB97M-V/def2-TZVPD" charge=+1 spin_multiplicity=2 s_squared=0.755 e_lumo_ev="-3.1 / -8.6"
C -0.54169 -1.57683 1.44269 -0.42
C -1.44902 -2.27057 0.40184 -0.61
C 0.71279 -0.85565 0.88796 -0.28
N 0.31540 0.44836 0.34540 -0.15
C 1.26987 1.23820 -0.32660 -0.39
C 0.78317 2.07443 -1.50749 0.65
N -0.50609 2.53837 -1.56820 -0.82
O 1.53525 2.29770 -2.42061 -0.50
H -0.22438 -2.30356 2.18544 0.24
H -1.08178 -0.85043 2.04160 0.22
H -1.96022 -1.49234 -0.15728 0.19
H -0.85740 -2.81711 -0.35213 0.22
H -2.14125 -2.86289 0.98292 0.25
H 1.19103 -1.46111 0.07384 0.27
H 1.44357 -0.75726 1.69331 0.26
H -0.48799 0.24532 -0.26877 0.42
H 2.13633 0.68154 -0.75118 0.31
H 1.68266 1.99487 0.38398 0.31
H -1.09992 2.56748 -0.75701 0.40
H -0.72030 3.16148 -2.32971 0.44

Unit: kJ/mol. Relative energies: (P) 174.3; (Q) 0.0.

(P)
103
Properties=species:S:1:pos:R:3:lowdin_charge:R:1 method="wB97M-V/def2-TZVPD" spin_multiplicity=1 smiles=COC[C@H](C)N.COC[C@H](C)N.COC[C@H](C)N.COC[C@H](C)N.COC[C@H](C)N.CCO.O.O.O e_lumo_ev=-0.1
C 10.20234 8.12417 -3.64057 -0.10
O 10.43145 7.61561 -2.35086 -0.19
C 9.29182 7.25135 -1.62934 -0.22
C 9.79798 6.33464 -0.55530 -0.44
C 10.50748 5.10818 -0.97193 -0.07
N 8.67941 5.74493 0.21741 0.01
H 9.41499 8.86518 -3.50249 0.08
H 9.79478 7.39154 -4.33718 0.09
H 11.04432 8.69095 -4.03798 0.09
H 8.84092 8.16703 -1.24682 0.13
H 8.49760 6.72520 -2.15895 0.13
H 10.24454 6.94578 0.22904 0.14
H 10.96073 5.22676 -1.95610 0.08
H 9.90594 4.21646 -1.14817 0.08
H 11.19486 4.71322 -0.22385 0.08
H 9.12501 5.45971 1.07775 0.07
H 8.15193 6.51277 0.60765 0.06
C 1.52152 5.85673 4.14927 -0.09
O 2.53750 6.56698 3.35574 -0.17
C 2.76610 5.97142 2.07038 -0.20
C 2.88847 7.01484 0.94454 -0.47
C 1.54611 7.30807 0.32434 -0.07
N 3.69392 6.54820 -0.11462 0.02
H 1.21502 6.26294 5.11319 0.07
H 1.82536 4.90008 4.57424 0.08
H 0.58997 5.72617 3.59857 0.08
H 3.66492 5.36171 2.16249 0.12
H 2.02939 5.24099 1.73600 0.12
H 3.32093 7.91202 1.38742 0.14
H 0.88369 7.50015 1.16838 0.07
H 1.14976 6.49524 -0.28419 0.08
H 1.44203 8.25550 -0.20449 0.07
H 4.59977 6.23416 0.20306 0.07
H 3.99519 7.24616 -0.77959 0.08
C 2.64746 13.06370 2.66802 -0.06
O 2.10757 13.86120 1.55170 -0.20
C 3.07700 14.16170 0.56528 -0.23
C 2.75099 15.44695 -0.25814 -0.40
C 3.94164 15.78046 -1.25297 -0.05
N 2.62153 16.61435 0.61033 0.03
H 3.54526 13.50698 3.09878 0.08
H 2.77484 12.08228 2.21118 0.08
H 1.94527 12.96099 3.49536 0.08
H 4.06271 14.26005 1.02004 0.11
H 3.17182 13.32781 -0.13022 0.12
H 1.86510 15.21756 -0.85031 0.13
H 4.29141 14.94975 -1.86590 0.07
H 4.64830 16.21055 -0.54322 0.06
H 3.76727 16.56506 -1.98925 0.07
H 3.52892 16.80700 1.00990 0.05
H 2.20223 16.29852 1.47318 0.06
C 7.09230 15.96372 3.05461 -0.14
O 6.05732 16.75383 3.51441 -0.19
C 5.86381 16.71567 4.94885 -0.17
C 4.46914 17.17687 5.41625 -0.46
C 4.14551 18.55789 5.05704 -0.09
N 4.28025 17.03204 6.86131 0.04
H 6.95062 15.75566 1.99406 0.08
H 7.19637 14.99505 3.54345 0.09
H 8.02039 16.53334 3.10197 0.09
H 6.06194 15.69901 5.28833 0.11
H 6.64888 17.30666 5.42054 0.12
H 3.75874 16.59237 4.83163 0.14
H 4.81589 19.16594 5.66445 0.08
H 3.09044 18.76463 5.23646 0.09
H 4.30120 18.87617 4.02624 0.08
H 3.32760 16.95129 7.18700 0.07
H 4.60939 17.92092 7.21010 0.06
C 6.27648 13.90332 -7.09885 -0.16
O 6.70344 15.03732 -6.50008 -0.20
C 8.05687 14.87166 -6.07503 -0.17
C 8.48494 16.35304 -5.84376 -0.43
C 8.63192 17.26136 -7.07130 -0.06
N 9.73930 16.28349 -5.10663 0.02
H 6.88359 13.68732 -7.97798 0.10
H 5.19794 14.01931 -7.20556 0.10
H 6.34004 13.15056 -6.31309 0.08
H 8.06093 14.23403 -5.19100 0.12
H 8.71655 14.41077 -6.81023 0.12
H 7.75547 16.89126 -5.23854 0.13
H 8.88976 18.25581 -6.70703 0.08
H 7.87236 17.30613 -7.85178 0.08
H 9.51665 16.84357 -7.55173 0.07
H 10.04070 17.19799 -4.80176 0.07
H 10.44649 16.06919 -5.79514 0.06
C 12.82409 12.63652 -1.53941 -0.08
C 13.39633 11.65241 -0.47830 -0.34
O 12.40913 10.84766 0.05292 -0.08
H 12.00518 13.28257 -1.22303 0.07
H 12.42145 12.07188 -2.38035 0.06
H 13.68394 13.27147 -1.75294 0.07
H 13.71671 12.23962 0.38231 0.11
H 14.15251 11.03683 -0.96549 0.11
H 12.07463 10.32822 -0.68185 0.08
O 6.94642 11.85050 -1.05142 -0.05
H 7.47892 12.52850 -1.46737 0.03
H 6.63193 11.31281 -1.77821 0.01
O 5.42580 9.85512 -3.87597 -0.05
H 4.54581 10.11218 -4.15123 0.03
H 5.68697 9.18229 -4.50472 0.03
O 7.80603 9.81056 2.55581 -0.05
H 7.51117 9.98418 1.66186 0.02
H 8.55780 10.39046 2.67741 0.03

(Q)
103
Properties=species:S:1:pos:R:3:lowdin_charge:R:1 method="wB97M-V/def2-TZVPD" spin_multiplicity=1 smiles=COC[C@H](C)N.COC[C@H](C)N.COC[C@H](C)N.COC[C@H](C)N.COC[C@H](C)N.CCO.O.O.O e_lumo_ev=0.2
C 6.70032 5.06178 3.57987 -0.10
O 5.93024 5.68230 2.55511 -0.20
C 4.56530 5.26625 2.59968 -0.22
C 3.91991 5.40087 1.20062 -0.41
C 2.37093 4.98251 1.27120 -0.05
N 4.59504 4.52212 0.24442 0.03
H 6.61810 5.73347 4.43436 0.09
H 7.73955 5.01161 3.25493 0.09
H 6.34613 4.05825 3.81562 0.09
H 4.21126 4.31193 2.98957 0.13
H 4.15612 6.02407 3.26780 0.12
H 3.98994 6.44157 0.88415 0.13
H 1.88968 5.42363 2.14408 0.06
H 2.37916 3.89508 1.34557 0.07
H 1.78867 5.32400 0.41535 0.06
H 5.55678 4.77327 0.42353 0.06
H 4.44162 4.79514 -0.71581 0.07
C -0.36194 2.94284 7.31210 -0.11
O -0.38043 1.70884 6.58147 -0.19
C -0.80413 0.58789 7.39583 -0.20
C -2.14185 0.03835 7.03014 -0.42
C -3.30953 1.06380 6.89098 -0.06
N -2.58101 -0.98686 8.00241 0.02
H -1.33177 3.31109 7.64664 0.08
H -0.17301 3.64840 6.50303 0.09
H 0.37081 2.99445 8.11740 0.09
H -0.01396 -0.15712 7.30261 0.12
H -0.74151 0.88879 8.44160 0.12
H -2.10343 -0.50413 6.08550 0.13
H -4.30678 0.68489 6.66731 0.07
H -3.02669 1.87807 6.22386 0.07
H -3.45387 1.61871 7.81798 0.07
H -3.33215 -1.58330 7.68594 0.07
H -1.87470 -1.70882 8.00627 0.06
C -3.22441 -4.79252 -6.31733 -0.13
O -2.65345 -5.95968 -5.80658 -0.19
C -2.63238 -6.15641 -4.36963 -0.16
C -1.73968 -5.15179 -3.65376 -0.45
C -0.27377 -5.14400 -4.17693 -0.05
N -1.84760 -5.25865 -2.20343 0.04
H -2.97171 -3.88573 -5.76781 0.07
H -4.31254 -4.78802 -6.38100 0.08
H -2.84345 -4.65458 -7.32924 0.09
H -3.65369 -6.14440 -3.98900 0.12
H -2.16322 -7.14009 -4.35060 0.12
H -2.09837 -4.17230 -3.97005 0.11
H -0.02740 -6.20517 -4.21333 0.07
H 0.43954 -4.67628 -3.49830 0.07
H -0.21162 -4.72392 -5.18080 0.07
H -1.34989 -4.54532 -1.69007 0.07
H -1.38298 -6.11526 -1.93802 0.07
C 3.15060 0.56363 -5.84419 -0.13
O 2.21998 1.25500 -5.05808 -0.19
C 1.01362 1.52807 -5.75870 -0.18
C -0.01006 2.27478 -4.82015 -0.44
C -0.60105 1.38889 -3.69818 -0.05
N -1.09402 2.70755 -5.66293 0.01
H 4.11517 0.37090 -5.37455 0.08
H 3.44005 1.09859 -6.74870 0.09
H 2.83636 -0.45716 -6.06176 0.09
H 1.20573 2.09364 -6.67048 0.12
H 0.55202 0.56108 -5.95858 0.12
H 0.41547 3.18946 -4.40738 0.13
H 0.24918 1.35708 -3.01686 0.07
H -0.95513 0.41903 -4.04759 0.08
H -1.36979 1.91313 -3.13046 0.07
H -1.63802 3.32691 -5.07936 0.07
H -0.70997 3.38012 -6.31121 0.07
C -6.94159 2.15878 -2.48336 -0.11
O -6.28258 1.40953 -1.48471 -0.19
C -6.32758 -0.04103 -1.67449 -0.23
C -6.28116 -0.89999 -0.51856 -0.48
C -5.22188 -0.42457 0.49254 -0.05
N -5.96144 -2.26738 -0.89519 0.05
H -7.97937 2.22308 -2.15626 0.09
H -6.73724 1.67258 -3.43727 0.09
H -6.63558 3.20200 -2.56188 0.08
H -7.24095 -0.28964 -2.21490 0.12
H -5.56259 -0.36999 -2.37782 0.13
H -7.27474 -0.81213 -0.07904 0.14
H -4.25951 -0.16375 0.05217 0.08
H -5.13497 -1.05034 1.38077 0.08
H -5.58941 0.48176 0.97378 0.07
H -6.58692 -2.55415 -1.63454 0.07
H -5.01428 -2.29871 -1.24448 0.07
C 6.55675 -2.30099 1.94345 -0.09
C 6.95482 -3.17196 0.75143 -0.32
O 6.93982 -2.40282 -0.42351 -0.08
H 5.49868 -2.04661 2.00581 0.06
H 7.06829 -1.34625 2.06547 0.08
H 6.66768 -2.85612 2.87491 0.07
H 6.39717 -4.09322 0.58290 0.11
H 7.95909 -3.54045 0.96059 0.11
H 6.08025 -1.99649 -0.55630 0.08
O 0.69574 -1.70880 1.40522 -0.06
H 0.12506 -1.01357 1.73265 0.03
H 1.35386 -1.25220 0.88118 0.02
O 3.57458 0.34624 -1.10347 -0.05
H 3.93180 1.21260 -0.90841 0.03
H 3.29358 0.40258 -2.01677 0.02
O 1.29056 -4.76519 5.21075 -0.06
H 1.88802 -5.51264 5.23504 0.03
H 1.25021 -4.52013 4.28634 0.03

Unit: kJ/mol. Relative energies: (P) 71.8; (Q) 0.0.